Formula: C19H27FN8O3
Source: the OMol25 dataset
Level of theory: ωB97M-V/def2-TZVPD

Each line ends with the natural charge from an NBO analysis.
Atoms and positions in Å:
C  0.43538  -1.08062  -4.52880  -0.15
C  -0.17258  -0.16626  -5.56808  0.44
O  0.51861  1.03900  -5.32019  -0.40
C  1.68405  0.81992  -4.72169  0.95
O  2.54659  1.68898  -4.61064  0.01
O  1.74636  -0.53661  -4.44958  -0.36
F  -1.43165  0.09407  -5.22037  -0.28
H  0.42859  -2.15724  -4.69891  0.30
H  0.22993  -0.90381  -3.47304  0.27
H  -0.09882  -0.42610  -6.62409  0.21
C  -1.30074  -1.06326  -0.21611  -0.74
C  -0.27251  -0.98690  0.82065  0.31
N  0.53876  -0.95412  1.65623  -0.36
H  -1.02443  -1.82226  -0.94800  0.26
H  -1.44763  -0.06646  -0.63194  0.25
H  -2.21166  -1.34713  0.31092  0.27
C  -0.15239  1.85909  4.28789  -0.74
C  -0.17030  1.25946  5.59535  0.28
N  -0.15190  0.75572  6.62259  -0.31
H  -0.99512  2.54876  4.24036  0.27
H  -0.43047  1.07318  3.58566  0.26
H  0.77574  2.35816  4.00930  0.24
C  3.09373  -0.06304  4.39336  -0.74
C  4.19051  -0.99567  4.78339  0.28
N  5.02736  -1.74074  5.08744  -0.33
H  2.25526  -0.59194  3.94024  0.27
H  3.51918  0.85376  3.98524  0.25
H  2.67331  0.19925  5.36421  0.27
C  0.99312  3.70468  0.77142  -0.74
C  0.91066  2.56698  -0.09182  0.39
N  0.90121  1.68382  -0.88229  -0.47
H  2.01322  4.05651  0.92541  0.28
H  0.43113  3.59890  1.69936  0.28
H  0.48653  4.41690  0.12011  0.27
C  2.83718  -1.08462  -1.19625  -0.72
C  1.88685  -2.08806  -1.79762  0.32
N  1.17826  -2.85238  -2.21234  -0.39
H  3.85925  -1.41832  -1.01701  0.28
H  2.37030  -0.58000  -0.35040  0.29
H  2.91843  -0.22866  -1.86620  0.23
C  -1.67154  2.39659  -3.02350  -0.72
C  -2.32947  2.73725  -1.75842  0.28
N  -2.85771  3.03267  -0.76371  -0.31
H  -2.43678  1.99637  -3.68859  0.26
H  -0.82163  1.71967  -2.93677  0.23
H  -1.28624  3.32355  -3.44822  0.26
C  -4.09548  0.22177  1.15975  -0.72
C  -3.74268  0.88525  2.43439  0.29
N  -3.54247  1.40622  3.42850  -0.33
H  -3.29823  0.21160  0.41652  0.23
H  -4.99121  0.56898  0.64475  0.27
H  -4.26605  -0.81482  1.45041  0.25
C  -0.36740  -4.78462  0.89356  -0.71
C  -1.77694  -4.97868  0.45048  0.28
N  -2.83676  -5.11435  0.04699  -0.34
H  0.11619  -4.05058  0.24903  0.24
H  0.08184  -5.76850  0.75841  0.26
H  -0.46658  -4.41142  1.91287  0.26

Force components x, y, z for each atom (eV/Å):
C 0.22 0.27 0.61
C -1.40 -1.17 1.03
O 2.44 2.75 0.44
C -3.94 -5.17 -1.62
O 0.87 0.44 0.60
O 3.85 3.00 -0.44
F -0.66 0.01 -0.41
H 0.44 0.11 -0.22
H -1.96 -0.24 -0.14
H 0.08 -0.06 0.05
C 0.11 -0.06 0.73
C 1.56 0.02 1.33
N -1.38 0.01 -1.49
H -0.12 0.15 -0.08
H 0.11 -0.11 -0.26
H 0.02 -0.28 -0.37
C -1.03 0.06 -0.64
C 0.57 0.00 0.32
N -0.03 -0.17 0.34
H 0.11 0.28 -0.03
H 0.36 0.00 -0.26
H 0.00 -0.20 0.24
C 0.60 -0.73 1.95
C 0.55 -0.74 -0.30
N -1.16 1.11 -0.44
H 0.44 0.27 -0.83
H -0.38 -0.31 -0.56
H -0.10 0.39 0.17
C -0.50 0.79 -0.31
C 0.58 -4.21 -2.87
N -0.10 2.95 2.51
H -0.05 -0.27 0.07
H 0.12 -0.09 -0.11
H -0.11 0.75 0.49
C -0.89 0.41 -0.78
C 3.78 3.27 2.43
N -2.47 -2.33 -1.53
H -0.41 -0.48 0.16
H 0.08 -0.65 0.42
H 0.05 -0.17 -0.46
C -0.34 0.49 -0.13
C -0.44 0.24 1.69
N 0.96 -0.61 -1.69
H 0.18 -0.06 -0.10
H -0.29 -0.08 0.46
H -0.08 0.04 -0.13
C 0.16 -0.63 0.40
C -0.66 -0.06 -1.84
N 0.42 0.33 0.80
H -0.09 0.48 0.45
H 0.00 0.38 0.53
H -0.16 -0.19 -0.22
C -1.66 -0.22 -0.44
C 1.31 0.45 -0.10
N -0.73 -0.03 -0.15
H 0.02 -0.08 0.09
H 0.42 0.24 0.53
H 0.70 -0.29 0.07

Molar mass = 434.48 g/mol
Spin multiplicity = 2
Energy above the lowest of the compared OMol25 structures with the same formula, charge and spin = 0.0 kJ/mol
Frontier orbital gap (spin up / spin down) = 7.7 / 1.5 eV
<S²> = 0.758
Net charge = +1
Highest occupied orbital energy (spin up / spin down) = -0.47369 / -0.47369 Eh